The following is a quantum chemistry calculation of a 10-piece molecular cluster, C20H60O10 overall in a non-equilibrium geometry, from the Open Molecules 2025 dataset.

Calculated values
* ΔE to the lowest compared entry with this formula, charge and spin: 1359.0 kJ/mol
* HOMO level: -9.287 eV
* strongest force on any atom: 18.1 eV/A
* SMILES string: CCO.CCO.CCO.CCO.CCO.CCO.CCO.CCO.CCO.CCO
* orbital gap: 9.49 eV
* energy: -42172.713 eV
* spin multiplicity: 1
* M: 460.69 g/mol

Geometry (Å):
C1 12.84 46.24 8.35
C2 11.53 45.64 8.13
O1 10.95 46.11 6.96
H1 13.46 45.70 9.18
H2 12.67 47.26 8.59
H3 13.56 46.11 7.59
H4 10.78 45.53 8.91
H5 11.71 44.68 7.82
H6 10.00 45.82 6.91
C3 10.56 39.60 10.08
C4 10.72 38.35 11.09
O2 9.40 37.79 11.09
H7 10.58 39.40 9.09
H8 11.45 40.20 10.22
H9 10.11 40.23 10.64
H10 10.80 38.66 12.03
H11 11.32 37.60 10.79
H12 9.49 37.05 11.70
C5 10.05 41.90 7.55
C6 10.38 42.16 6.07
O3 11.22 41.08 5.62
H13 9.55 40.94 7.46
H14 9.21 42.45 7.85
H15 10.83 41.81 8.16
H16 10.87 43.10 5.96
H17 9.43 42.10 5.54
H18 11.48 41.31 4.58
C7 7.51 46.31 14.86
C8 8.67 47.13 15.23
O4 9.87 46.58 14.76
H19 7.67 45.22 14.77
H20 7.35 46.60 13.86
H21 6.54 46.48 15.17
H22 8.82 47.20 16.44
H23 8.36 47.99 14.96
H24 10.57 47.31 14.80
C9 13.36 45.03 15.12
C10 14.10 46.23 14.82
O5 13.83 46.68 13.50
H25 13.43 44.21 14.28
H26 12.35 45.05 15.27
H27 13.78 44.63 16.01
H28 15.22 46.04 14.78
H29 13.73 46.99 15.57
H30 14.41 46.30 12.90
C11 9.63 41.73 15.26
C12 9.34 42.81 16.17
O6 10.15 42.63 17.40
H31 10.63 41.52 15.01
H32 9.15 42.07 14.46
H33 9.12 40.89 15.75
H34 8.29 42.89 16.32
H35 9.84 43.79 15.88
H36 9.75 43.29 17.90
C13 7.13 47.41 10.21
C14 6.68 45.98 10.49
O7 7.64 45.07 10.09
H37 6.37 47.95 10.35
H38 7.36 47.34 9.12
H39 8.02 47.66 10.51
H40 5.63 45.84 10.02
H41 6.69 46.14 11.57
H42 8.21 44.92 10.94
C15 5.51 41.00 11.35
C16 6.79 40.25 11.85
O8 7.17 39.37 10.79
H43 5.07 41.31 12.07
H44 4.77 40.25 11.02
H45 5.84 41.61 10.43
H46 6.68 39.52 12.80
H47 7.53 40.88 12.35
H48 7.95 39.04 11.03
C17 10.31 49.85 12.30
C18 11.32 48.73 12.23
O9 11.83 48.44 13.52
H49 10.02 50.34 11.27
H50 10.62 50.42 12.82
H51 9.43 49.49 12.79
H52 12.27 48.99 11.68
H53 10.78 47.83 11.77
H54 12.80 47.85 13.37
C19 10.19 43.06 11.56
C20 10.50 44.19 12.41
O10 9.18 44.79 12.61
H55 10.86 42.35 11.84
H56 10.28 43.32 10.52
H57 9.32 42.67 11.65
H58 11.06 44.96 12.04
H59 10.76 44.14 13.48
H60 9.32 45.47 13.36